# 1
Entry from the OMol25 dataset: a 10-piece molecular cluster, C32H90N6O14 overall (ωB97M-V/def2-TZVPD).

The value obtained for the LUMO energy is 0.31 eV. Its SMILES is COC[C@H](C)N.COC[C@H](C)N.COC[C@H](C)N.COC[C@H](C)N.COC[C@H](C)N.COC[C@H](C)N.OCCO.OCCO.OCCO.OCCO. The spin multiplicity is 1.

```
142
Properties=species:S:1:pos:R:3:lowdin_charge:R:1
C 4.1289 1.7305 -0.8729 -0.107
O 4.8927 2.6330 -1.6309 -0.177
C 4.3716 2.9632 -2.8994 -0.197
C 3.9991 1.7516 -3.7676 -0.422
C 5.1811 0.8193 -4.0015 -0.052
N 3.5925 2.3142 -5.0872 0.011
H 4.5497 1.5808 0.1186 0.089
H 4.0250 0.7733 -1.3894 0.068
H 3.1093 2.0973 -0.7051 0.081
H 3.5087 3.6096 -2.6947 0.111
H 5.0724 3.5987 -3.4428 0.128
H 3.0981 1.2683 -3.3889 0.125
H 4.8488 -0.1657 -4.3470 0.060
H 5.7053 0.5683 -3.0745 0.078
H 5.8406 1.2201 -4.7684 0.085
H 3.8746 1.6174 -5.7833 0.061
H 4.2941 2.9764 -5.4382 0.067
C 0.8965 -5.6128 -2.4465 -0.090
O 0.6849 -4.5457 -3.3599 -0.194
C 1.8606 -4.1000 -3.9940 -0.228
C 1.5446 -3.1142 -5.0979 -0.435
C 2.8080 -2.7337 -5.8995 -0.056
N 0.9079 -1.8564 -4.7044 0.053
H 1.4343 -5.2390 -1.5697 0.076
H 1.4225 -6.4093 -2.9770 0.088
H -0.0899 -5.9335 -2.1186 0.086
H 2.5622 -3.7079 -3.2481 0.105
H 2.2963 -4.9521 -4.5373 0.127
H 0.8892 -3.5879 -5.8361 0.138
H 3.2909 -1.9209 -5.3326 0.052
H 2.5132 -2.0658 -6.7144 0.080
H 3.4931 -3.5218 -6.1885 0.078
H 0.1590 -2.0169 -4.0415 0.071
H 1.6496 -1.3089 -4.2759 0.056
C -4.5182 0.6068 2.8685 -0.087
O -5.9490 0.4813 2.8918 -0.210
C -6.6579 1.6990 2.5634 -0.162
C -8.0953 1.1856 2.3437 -0.426
C -8.8719 0.7925 3.6524 -0.060
N -8.2906 0.1291 1.3799 0.035
H -4.0983 0.4657 1.8733 0.065
H -4.1600 -0.2082 3.4980 0.088
H -4.1911 1.5585 3.2878 0.071
H -6.6002 2.3681 3.4253 0.124
H -6.2024 2.1335 1.6743 0.101
H -8.6900 2.0163 1.9364 0.131
H -9.3011 1.6398 4.1918 0.064
H -8.3364 0.1747 4.3733 0.068
H -9.7102 0.2159 3.2663 0.063
H -8.2079 0.5117 0.4466 0.057
H -7.4702 -0.4767 1.4646 0.075
C -3.5657 3.6145 1.1869 -0.078
O -4.0551 2.4758 0.4650 -0.230
C -4.0830 2.7587 -0.9316 -0.208
C -4.3711 1.4671 -1.7237 -0.441
C -5.6879 0.7981 -1.3547 -0.054
N -3.2223 0.5876 -1.6073 0.050
H -2.5063 3.7948 0.9973 0.079
H -3.6446 3.3597 2.2427 0.070
H -4.2296 4.4513 0.9702 0.095
H -4.8058 3.5721 -1.1073 0.125
H -3.1988 3.2520 -1.3535 0.093
H -4.5365 1.7924 -2.7607 0.133
H -6.3654 1.4877 -0.8637 0.065
H -5.4272 -0.0041 -0.6561 0.077
H -6.1228 0.2983 -2.2178 0.078
H -2.4563 1.2193 -1.8175 0.047
H -3.1917 0.4368 -0.6010 0.035
C 2.4877 -1.8899 -0.5523 -0.096
O 1.9330 -0.5913 -0.4865 -0.213
C 0.5624 -0.6064 -0.0495 -0.171
C 0.1539 0.8460 0.0690 -0.369
C 0.9671 1.4915 1.2335 -0.049
N -1.2263 0.8975 0.5900 0.046
H 1.7558 -2.6730 -0.7615 0.085
H 3.2413 -2.0706 0.2157 0.083
H 3.0792 -1.9183 -1.4770 0.059
H 0.0027 -1.2318 -0.7488 0.130
H 0.5901 -1.0244 0.9650 0.118
H 0.2594 1.4022 -0.8604 0.131
H 0.7014 2.5497 1.2017 0.068
H 2.0197 1.2371 1.0890 0.054
H 0.6526 1.1136 2.2057 0.074
H -1.3915 1.8824 0.7579 0.052
H -1.4413 0.3908 1.4354 0.083
C 0.7702 -2.8558 3.3107 -0.092
O -0.5141 -3.2484 2.8202 -0.192
C -0.5066 -4.1943 1.7795 -0.237
C -1.5882 -5.2432 2.0454 -0.418
C -2.9322 -4.5946 2.3885 -0.065
N -1.2685 -6.0741 3.2294 0.029
H 1.5081 -2.8911 2.5015 0.062
H 1.2392 -3.5078 4.0520 0.090
H 0.5770 -1.8370 3.6323 0.090
H -0.7840 -3.7713 0.7998 0.117
H 0.4458 -4.6773 1.5359 0.121
H -1.6485 -5.8544 1.1411 0.132
H -3.1613 -3.7847 1.6877 0.078
H -2.7773 -4.0917 3.3424 0.072
H -3.7797 -5.2712 2.4235 0.075
H -0.8983 -5.4097 3.9067 0.064
H -0.5188 -6.7455 3.0969 0.063
O 4.6733 -4.5892 -0.7692 -0.070
C 5.2417 -4.2444 -2.0245 -0.235
C 5.5682 -2.7461 -2.1077 -0.236
O 6.9016 -2.5549 -2.5871 -0.069
H 4.8800 -5.4983 -0.5438 0.084
H 6.1344 -4.8418 -2.2293 0.121
H 4.5689 -4.5138 -2.8482 0.094
H 5.5041 -2.3036 -1.1106 0.119
H 4.8731 -2.2990 -2.8201 0.092
H 7.4403 -2.5676 -1.7898 0.087
O 0.2448 5.7507 -3.4634 -0.059
C 0.2094 4.3846 -3.0774 -0.236
C -0.5838 4.2831 -1.7742 -0.265
O 0.0510 4.8256 -0.6312 -0.057
H 0.5696 5.7555 -4.3704 0.090
H -0.1934 3.7341 -3.8580 0.125
H 1.2209 4.0158 -2.8610 0.103
H -0.9828 3.2725 -1.6719 0.086
H -1.5201 4.8406 -1.9143 0.113
H 0.4778 5.6353 -0.9374 0.090
O 5.3297 -1.4321 3.5607 -0.061
C 4.1228 -0.7862 3.1460 -0.239
C 3.6133 0.1667 4.2427 -0.192
O 3.1153 -0.6560 5.3348 -0.076
H 5.1381 -1.6938 4.4697 0.067
H 4.3517 -0.3690 2.1626 0.110
H 3.3376 -1.5191 2.9223 0.093
H 2.7921 0.8228 3.9741 0.110
H 4.5322 0.6627 4.5646 0.121
H 3.9304 -0.8760 5.7977 0.068
O -1.5124 3.6934 5.3001 -0.061
C -1.0472 4.9883 5.0380 -0.268
C 0.1990 4.9242 4.1310 -0.242
O 0.6387 6.2231 3.7779 -0.063
H -2.3035 3.7094 5.8428 0.088
H -1.8284 5.5967 4.5597 0.117
H -0.7434 5.5019 5.9585 0.121
H 0.0306 4.2398 3.2959 0.107
H 1.0348 4.5341 4.7121 0.121
H -0.1150 6.7911 3.5891 0.080
```

# 2
Entry from the OMol25 dataset: C16H32O2P2Pb as an isolated structure (ωB97M-V/def2-TZVPD).

The value obtained for the LUMO energy (alpha / beta) is -9.98 / -9.12 eV. The spin multiplicity is 1. The net charge is +2.

```
53
Properties=species:S:1:pos:R:3:nbo_charge:R:1
P 0.5824 2.9215 -0.4872 1.089
P 2.8392 0.8091 -0.4109 1.034
C 2.3364 3.5654 -0.3106 -0.711
C 3.3379 2.5689 -0.8439 -0.710
H 2.4965 3.7884 0.7508 0.245
H 2.3909 4.5090 -0.8585 0.260
H 3.4360 2.6247 -1.9344 0.244
H 4.3273 2.7456 -0.4154 0.260
C 3.7917 0.7056 1.1566 -0.945
H 3.8387 -0.3403 1.4780 0.257
H 3.3070 1.2996 1.9386 0.249
H 4.8068 1.0842 0.9898 0.257
C 4.0326 -0.0334 -1.5147 -0.947
H 5.0444 0.3547 -1.3414 0.263
H 3.7479 0.1381 -2.5598 0.254
H 4.0083 -1.1098 -1.3064 0.258
C -0.2312 4.1760 0.5655 -0.952
H -1.3180 4.0563 0.4812 0.258
H 0.0590 5.1821 0.2382 0.267
H 0.0697 4.0260 1.6093 0.256
C 0.2408 3.6591 -2.1314 -0.950
H 0.7778 3.1120 -2.9134 0.253
H 0.5652 4.7059 -2.1299 0.261
H -0.8349 3.6080 -2.3300 0.257
Pb -3.3808 -3.8023 -0.2610 1.677
C 0.0659 -2.3700 -0.4344 -0.200
C 0.1684 -2.1197 0.8753 -0.184
C 0.1029 -0.7755 1.5198 -0.459
C -1.3005 -0.2269 1.9587 -0.448
C -2.4234 -0.1624 0.9593 -0.179
C -2.2896 -0.1413 -0.3664 -0.212
C -1.0060 -0.0673 -1.1369 -0.471
C -0.2571 -1.3846 -1.5221 -0.448
C -5.4008 -3.0509 0.4255 -0.885
H 0.0939 -3.4164 -0.7852 0.217
H 0.1916 -2.9740 1.5646 0.220
H 0.5759 -0.0048 0.8968 0.208
H 0.6754 -0.8393 2.4581 0.240
H -1.6548 -0.7850 2.8385 0.230
H -1.1317 0.8011 2.3191 0.234
H -3.4283 -0.2235 1.3872 0.214
H -3.1821 -0.2418 -0.9976 0.204
H -0.2927 0.5901 -0.6341 0.216
H -1.2261 0.4241 -2.0906 0.228
H -0.8707 -1.9382 -2.2584 0.217
H 0.6605 -1.0682 -2.0642 0.233
H -6.0429 -3.7093 -0.2007 0.261
H -5.4944 -1.9924 0.1185 0.250
H -5.6022 -3.1911 1.5034 0.274
O -2.4447 -7.5744 1.6166 -0.480
C -2.7728 -6.3928 1.5927 0.620
O -3.4236 -5.8409 0.5644 -0.878
H -2.5618 -5.6789 2.4332 0.094
```

# 3
Entry from the OMol25 dataset: C49H61ClO5STc as an isolated structure (ωB97M-V/def2-TZVPD).

The value obtained for the LUMO energy (alpha / beta) is 2.23 / 2.23 eV. The spin multiplicity is 3. The net charge is -1.

```
118
Properties=species:S:1:pos:R:3:lowdin_spin:R:1
Tc -0.2719 1.3514 0.6259 1.884
C 2.1157 1.8186 -3.5190 0.000
O 1.8667 1.4479 -2.1337 0.002
C 2.1644 2.3862 -1.2032 0.014
C 1.3550 3.5103 -1.0247 0.014
C -0.0329 3.6721 -1.6868 0.009
C -1.0749 2.5911 -1.4114 0.041
C -1.8288 2.7797 -0.2120 0.009
C -2.8497 1.8999 0.2027 -0.004
C -3.0834 0.8598 -0.6961 0.037
C -2.4001 0.6517 -1.8923 -0.009
C -2.5408 -0.6367 -2.6684 -0.002
C -2.2902 -1.7774 -1.6901 0.000
C -3.2031 -2.7766 -1.3174 0.000
C -3.0148 -3.6922 -0.2899 0.000
C -1.8265 -3.5513 0.4699 0.000
C -0.9369 -2.5482 0.1739 0.003
C 0.1514 -2.0997 1.1215 0.015
C 1.4883 -1.9299 0.4067 0.007
C 2.0583 -2.9948 -0.3108 0.000
C 3.2297 -2.8188 -0.9972 0.004
C 3.8665 -1.5650 -0.9079 -0.001
C 3.3404 -0.4715 -0.2782 0.003
C 4.0190 0.8729 -0.3973 0.001
C 3.2222 2.1465 -0.3943 0.004
C 3.6765 3.1088 0.4683 0.003
C 3.0291 4.3041 0.5679 0.001
C 1.8578 4.4918 -0.1889 0.005
C 3.4946 5.4658 1.4635 0.000
C 4.5631 6.1688 0.6081 0.000
C 2.4064 6.4489 1.8446 -0.001
C 4.1073 4.8824 2.7576 -0.001
C 2.0965 -0.6279 0.4158 0.007
O 1.5333 0.4268 0.9853 0.072
C 3.9293 -3.8976 -1.8871 0.000
C 3.2444 -5.2602 -1.8254 0.000
C 5.3007 -4.0787 -1.3322 0.000
C 3.9651 -3.3864 -3.2909 0.000
C -1.1671 -1.7198 -0.9155 0.002
O -0.2215 -0.7353 -1.1578 0.009
C 0.5441 -1.0567 -2.3279 0.000
C -4.0686 -4.6994 0.1045 0.000
C -5.3035 -4.7972 -0.7908 0.000
C -4.5984 -4.4397 1.5164 0.000
C -3.5065 -6.0754 -0.0946 0.000
C -1.4739 1.6089 -2.3890 0.024
O -1.0518 1.5449 -3.5602 0.037
C -3.8816 2.2683 1.2788 0.000
C -3.2400 2.8876 2.4926 0.000
C -4.8959 3.1695 0.5810 -0.001
C -4.5553 0.9720 1.8534 0.001
H 2.6148 2.7506 -3.5770 0.000
H 1.1498 1.8970 -4.0155 0.000
H 2.6925 1.0258 -4.0262 0.000
H 0.0331 3.8075 -2.7570 0.001
H -0.4553 4.5992 -1.3363 0.000
H -1.6608 3.6675 0.4009 -0.001
H -3.7641 0.0908 -0.4792 0.002
H -1.8867 -0.5579 -3.4499 0.000
H -3.5529 -0.7524 -3.1492 -0.001
H -4.1615 -2.7813 -1.8082 0.000
H -1.6996 -4.1488 1.4021 0.000
H 0.2551 -2.9703 1.7747 0.000
H -0.1921 -1.2284 1.6854 0.015
H 1.4621 -3.8668 -0.4089 0.000
H 4.7659 -1.3647 -1.4383 0.000
H 4.5507 0.8015 -1.3775 0.000
H 4.6780 1.0183 0.4581 0.000
H 4.4849 2.9658 1.1559 0.000
H 1.2711 5.4241 -0.1407 0.000
H 4.1589 6.7224 -0.2031 0.000
H 5.2188 5.3990 0.2445 0.000
H 5.0709 6.8972 1.2085 0.000
H 2.0437 7.0557 1.0126 0.000
H 2.7416 7.2075 2.5208 0.000
H 1.5430 5.9184 2.2338 -0.001
H 5.1211 4.4729 2.6542 0.000
H 3.4808 4.1380 3.1913 -0.002
H 4.2972 5.6552 3.5183 0.000
H 3.1206 -5.6862 -0.7812 0.000
H 3.7929 -5.9904 -2.4184 0.000
H 2.2482 -5.2344 -2.2627 0.000
H 5.1986 -4.3434 -0.2966 0.000
H 5.9587 -3.2173 -1.4256 0.000
H 5.7554 -4.9256 -1.8197 0.000
H 2.9580 -3.3345 -3.7372 0.000
H 4.5489 -4.0321 -3.9423 0.000
H 4.4144 -2.4247 -3.4207 0.000
H 0.3404 -2.0793 -2.6348 0.000
H 1.5570 -0.8622 -2.1276 0.000
H 0.2099 -0.3893 -3.1183 0.000
H -5.9329 -3.8691 -0.7773 0.000
H -5.8642 -5.7064 -0.5104 0.000
H -4.9501 -4.9628 -1.8490 0.000
H -5.0575 -3.4566 1.5102 0.000
H -3.7483 -4.3208 2.1784 0.000
H -5.2103 -5.2230 1.9223 0.000
H -3.0651 -6.1701 -1.0623 0.000
H -4.2591 -6.8621 0.0585 0.000
H -2.6566 -6.3040 0.5657 0.000
H -2.5410 3.6942 2.2768 0.000
H -2.6712 2.1255 3.0460 0.001
H -4.1237 3.1149 3.1879 0.000
H -4.4782 4.0638 0.2379 0.000
H -5.7332 3.3195 1.2343 0.000
H -5.4352 2.6211 -0.2001 0.000
H -3.7797 0.3712 2.2605 0.001
H -5.1054 0.4671 1.0957 0.000
H -5.2042 1.2805 2.6673 0.000
Cl -2.7648 -2.6300 5.9279 0.000
S 0.6326 3.4156 3.0411 -0.101
C 0.0650 2.4177 1.9879 -0.114
C -1.6971 -0.9354 4.1115 0.003
C -2.5161 -0.9774 5.3698 0.000
O -2.9860 -0.0925 6.0166 0.000
H -1.9488 -0.0085 3.5650 0.005
H -2.0221 -1.6974 3.4176 0.000
H -0.6186 -1.0996 4.2634 0.000
```

| no. | calculated total energy (eV) |
| --- | --- |
| 1 | -72241.0614 |
| 2 | -45011.0643 |
| 3 | -87596.5873 |